Entry 1:
This record from OMol25 describes C3H6N2O2S in the gas phase in a non-equilibrium geometry. The level of theory is wB97M-V/def2-TZVPD.

Geometry as ORCA input:
```
! RIJCOSX wB97M-V def2-TZVPD def2/J DEFGRID3
* xyz 0 1
C 3.601 -0.367 0.208
O 2.304 -0.881 -0.090
N 1.450 0.112 -0.295
C 0.228 -0.289 -0.138
N -0.631 0.700 0.061
O -0.182 2.044 -0.062
C -1.983 0.538 0.208
S -2.750 -0.958 -0.020
H 4.224 -1.225 0.641
H 3.619 0.192 1.142
H 4.142 0.066 -0.801
H -0.099 -1.386 0.192
H 0.766 1.911 -0.173
H -2.437 1.489 0.510
*
```

Computed properties:
**LUMO level**: -0.3582 eV
**Gap between HOMO and LUMO**: 0.29950 Ha
**Energy**: -21113.591 eV
**Largest force on an atom**: 4.12 eV/A
**HOMO energy**: -8.508 eV
**Relative energy (zero: lowest compared OMol25 entry of this formula, charge and spin)**: 144.3 kcal per mole
**Structure (SMILES)**: CO/N=C/N(O)C=S

=====

Entry 2:
This record from OMol25 describes 2 unconnected molecules or ions with the total composition C15H27ClFN2O4 in a non-equilibrium geometry. The level of theory is wB97M-V/def2-TZVPD.

Geometry as ORCA input:
```
! RIJCOSX wB97M-V def2-TZVPD def2/J DEFGRID3
* xyz 1 1
C -3.395 -2.725 -1.973
C -1.924 -3.123 -1.799
O -0.976 -2.051 -2.272
C 0.346 -2.249 -2.002
C 1.368 -0.947 -2.216
C 0.623 0.104 -2.987
C 2.810 -1.230 -2.771
O 3.604 -0.418 -3.186
O 3.157 -2.400 -2.269
C 4.566 -2.353 -1.809
C 4.720 -3.816 -1.486
O 0.746 -3.302 -1.509
H -4.025 -3.617 -1.881
H -3.706 -2.049 -1.174
H -3.603 -2.274 -2.952
H -1.703 -3.258 -0.728
H -1.734 -4.068 -2.315
H 1.142 1.095 -2.970
H 0.637 -0.307 -4.017
H -0.435 0.117 -2.656
H 5.230 -1.961 -2.619
H 4.573 -1.703 -0.910
H 5.772 -4.087 -1.345
H 4.141 -3.973 -0.556
H 4.244 -4.372 -2.314
Cl -3.558 4.424 3.398
C -1.938 3.751 3.818
N -1.438 2.805 2.778
C -2.371 1.597 2.616
C -1.827 0.666 1.569
N -0.566 1.195 1.072
F 1.814 -0.563 -0.997
C 0.440 1.328 2.159
C -0.068 2.290 3.195
C -0.733 2.520 0.424
C -1.258 3.499 1.417
H -1.236 4.597 3.896
H -2.040 3.203 4.769
H -2.396 1.095 3.602
H -3.354 2.004 2.320
H -1.642 -0.339 1.969
H -2.524 0.543 0.734
H 0.649 0.330 2.557
H 1.375 1.683 1.696
H 0.605 3.161 3.270
H -0.193 1.775 4.161
H 0.259 2.809 0.033
H -1.388 2.414 -0.451
H -2.249 3.866 1.131
H -0.542 4.315 1.581
*
```

Computed properties:
**LUMO level**: -2.6392 eV
**Gap between HOMO and LUMO**: 0.34588 Ha
**Energy**: -42394.851 eV
**Largest force on an atom**: 2.66 eV/A
**HOMO energy**: -12.051 eV
**Relative energy (zero: lowest compared OMol25 entry of this formula, charge and spin)**: 11.8 kcal per mole

=====

Entry 3:
This record from OMol25 describes a molecular structure, C13H14N4O2Pd in a non-equilibrium geometry. The level of theory is wB97M-V/def2-TZVPD.

Geometry as ORCA input:
```
! RIJCOSX wB97M-V def2-TZVPD def2/J DEFGRID3
* xyz 0 1
Pd 1.531 0.385 -0.264
N 1.679 -3.511 -2.476
C 1.758 -2.364 -1.777
O 0.748 -1.734 -1.488
C 3.142 -1.895 -1.377
C 3.215 -0.373 -1.409
H 0.774 -3.852 -2.764
H 2.487 -4.066 -2.695
H 3.900 -2.366 -2.015
H 3.323 -2.239 -0.352
H 3.004 0.024 -2.411
H 4.171 0.000 -1.026
C -1.555 3.441 -1.590
C -0.957 2.232 -0.917
O 0.248 2.005 -1.082
C -1.817 1.407 -0.064
C -3.100 1.822 0.317
C -3.848 1.070 1.199
C -3.348 -0.115 1.720
C -2.102 -0.565 1.318
C -1.347 0.181 0.434
H -0.813 3.872 -2.256
H -1.823 4.189 -0.845
H -2.444 3.172 -2.155
H -3.513 2.738 -0.074
H -4.833 1.406 1.486
H -3.932 -0.692 2.422
H -1.715 -1.503 1.689
H -0.393 -0.235 0.072
N 1.333 -1.982 5.452
C 1.327 -1.143 4.660
N 1.267 -0.153 3.850
C 1.627 0.162 2.706
N 2.006 0.683 1.715
*
```

Computed properties:
**LUMO level (spin up / spin down)**: -1.2398 / -1.1069 eV
**Gap between HOMO and LUMO (spin up / spin down)**: 0.24588 / 0.25042 Ha
**Energy**: -27240.802 eV
**Largest force on an atom**: 2.82 eV/A
**HOMO energy (spin up / spin down)**: -7.930 / -7.921 eV
**Relative energy (zero: lowest compared OMol25 entry of this formula, charge and spin)**: 45.5 kcal per mole

=====

Question: The highest energy belongs to which entry?
Answer: C3H6N2O2S

=====

Question: Which of these has the lowest largest force on an atom?
Answer: C15H27ClFN2O4

=====

Question: Among the records above, which one has the highest energy?
Answer: C3H6N2O2S